Entry 1:
A 2-piece molecular cluster, C3H4ClNO overall in a non-equilibrium geometry, computed with ωB97M-V/def2-TZVPD.

For the energy, the calculation gives -19233.2117 eV. The HOMO energy comes out at -9.18 eV. Its relative energy (zero: lowest compared OMol25 entry of this formula, charge and spin) is 247.3 kJ/mol. The value obtained for the HOMO-LUMO gap is 0.368 Eh.

Cartesian coordinates (Å):
C: 1.38326 1.54345 -0.11057
C: 1.45485 0.46434 -0.80894
O: 1.52875 -0.52380 -1.41911
H: 2.13591 2.30487 -0.13485
H: 0.51678 1.70709 0.49927
C: -1.39134 -1.45460 -0.12575
N: -1.38625 -0.20627 -0.21948
Cl: -2.88683 0.59344 -0.42992
H: -2.26343 -2.10551 -0.15121
H: -0.42516 -1.92190 -0.00808

=====

Entry 2:
C32H65BrFIN5O4S as an isolated structure in a non-equilibrium geometry, computed with ωB97M-V/def2-TZVPD.

For the energy, the calculation gives -141563.4677 eV. Its charge is +1. The HOMO energy comes out at -10.96 eV. The value obtained for the HOMO-LUMO gap is 0.243 Eh.

Cartesian coordinates (Å):
C: -4.54880 1.78694 1.86798
C: -3.76869 1.04573 1.32682
C: -2.83379 0.01276 0.86934
C: -3.22469 -0.73684 -0.27014
Br: -4.89302 -0.38586 -1.14851
C: -2.37868 -1.80007 -0.75817
I: -2.96662 -2.95262 -2.44402
C: -1.16741 -2.03232 -0.03304
C: -0.24107 -3.17845 -0.48571
C: -0.47883 -4.52142 0.33078
C: -1.50832 -4.39759 1.48030
F: 0.75960 -4.88878 0.89590
C: -0.85661 -1.23063 1.10344
S: 0.69722 -1.66469 1.91361
N: -1.66448 -0.23597 1.54060
C: -1.35370 0.56812 2.75165
C: -0.98697 2.05584 2.49231
C: 0.25001 2.26452 1.53887
C: 1.30967 3.25899 2.14682
C: 2.80024 2.76066 1.98825
C: 3.54985 2.86050 3.36900
H: -5.28000 2.45255 2.32192
H: -0.39386 -3.43194 -1.54588
H: 0.82510 -2.91947 -0.32953
H: -0.83163 -5.34563 -0.32174
H: -2.50666 -4.12822 1.06835
H: -1.65642 -5.37269 1.99351
H: -1.18145 -3.68237 2.25652
H: 0.41673 -1.74427 3.25412
H: -0.57330 0.13732 3.39501
H: -2.28684 0.57082 3.36210
H: -0.69843 2.47620 3.48213
H: -1.82519 2.68158 2.13488
H: -0.12963 2.77656 0.63337
H: 0.72967 1.32740 1.19145
H: 1.14766 3.45439 3.22760
H: 1.25517 4.24871 1.64070
H: 2.76794 1.68249 1.73053
H: 3.31259 3.37614 1.22046
H: 2.94193 2.31913 4.12773
H: 3.56623 3.92359 3.68089
H: 4.56984 2.43757 3.32117
C: 2.78839 -4.23181 -4.17717
C: 1.27920 -4.34614 -4.36993
C: 0.83943 -4.35728 -5.84335
O: 0.87448 -3.08979 -6.47527
C: 2.15757 -2.68450 -6.92491
N: 0.62008 -3.26792 -3.61974
H: 3.15657 -3.21764 -4.33407
H: 3.06105 -4.51185 -3.15760
H: 3.32363 -4.89788 -4.85712
H: 0.96987 -5.30262 -3.93525
H: -0.20861 -4.67097 -5.87874
H: 1.40463 -5.09537 -6.42477
H: 2.75411 -3.53018 -7.27696
H: 2.68836 -2.15025 -6.13380
H: 2.01827 -1.98994 -7.75358
H: -0.38950 -3.40280 -3.65907
H: 0.76866 -2.40435 -4.13995
C: -4.80731 1.19819 7.81114
C: -4.27903 0.25819 6.73302
C: -2.74215 0.20492 6.65078
O: -2.14165 1.33183 6.02572
C: -1.99329 2.46855 6.86440
N: -4.87173 0.63050 5.44441
H: -4.74817 2.24678 7.51824
H: -5.85777 0.98526 8.01378
H: -4.25775 1.07348 8.74686
H: -4.62114 -0.74953 6.98783
H: -2.47036 -0.65187 6.02476
H: -2.29391 0.02566 7.63511
H: -1.77730 2.18852 7.89819
H: -2.88672 3.09376 6.82046
H: -1.15954 3.06014 6.48427
H: -4.59719 -0.06046 4.74909
H: -4.40754 1.48322 5.13629
C: -2.09411 2.85214 -4.56560
C: -1.39711 4.17764 -4.27377
C: -0.48805 4.13738 -3.03290
O: -1.18119 4.16908 -1.79219
C: -1.70386 2.92500 -1.37854
N: -2.40915 5.23399 -4.17161
H: -2.94131 2.66980 -3.90298
H: -2.48339 2.84817 -5.58479
H: -1.39999 2.01240 -4.47265
H: -0.75712 4.40260 -5.13242
H: 0.13245 5.03748 -3.04163
H: 0.20107 3.28381 -3.06748
H: -1.05658 2.09016 -1.66913
H: -2.71134 2.78212 -1.77863
H: -1.78559 2.93846 -0.29209
H: -1.94023 6.13189 -4.08234
H: -2.88130 5.11769 -3.27752
C: 4.45051 0.59913 -1.20215
C: 3.81449 -0.78570 -1.13930
C: 4.78200 -1.92911 -1.49234
O: 5.05397 -2.06229 -2.87674
C: 6.02984 -1.16441 -3.38056
N: 2.62132 -0.80406 -1.99858
H: 4.56686 0.96003 -2.22415
H: 3.82488 1.32543 -0.67926
H: 5.43288 0.60398 -0.72418
H: 3.49099 -0.94514 -0.10424
H: 4.30960 -2.87125 -1.19683
H: 5.71519 -1.85632 -0.92031
H: 6.81461 -0.95897 -2.64768
H: 5.56076 -0.23278 -3.70404
H: 6.48668 -1.62343 -4.25767
H: 2.13996 -1.69310 -1.87664
H: 2.94422 -0.83634 -2.96351

=====

Entry 3:
A 9-piece molecular cluster, C40H51F32N5O4 overall in a non-equilibrium geometry, computed with ωB97M-V/def2-TZVPD.

For the energy, the calculation gives -144906.8048 eV. The HOMO energy comes out at -11.32 eV. The value obtained for the HOMO-LUMO gap is 0.427 Eh.

Cartesian coordinates (Å):
F: -5.51254 16.80007 31.28445
C: -5.77674 15.64590 30.61489
F: -6.78286 14.99230 31.23621
C: -6.11080 15.96028 29.16955
F: -5.00012 16.21307 28.44730
F: -6.91080 17.06226 29.11306
C: -6.87139 14.80119 28.55246
O: -6.74962 14.83390 27.12905
C: -7.82587 14.50176 26.39761
F: -8.51022 13.46550 26.92308
F: -8.69911 15.55608 26.34694
C: -7.32127 14.22566 24.98980
F: -6.50801 13.14929 24.98094
F: -8.37599 13.96851 24.16932
H: -4.87224 15.04184 30.73307
H: -7.85580 14.64617 28.98426
H: -6.33769 13.87917 28.82844
H: -6.78037 15.08084 24.58212
F: -2.83570 13.93421 29.20628
C: -1.47705 14.01558 29.14361
F: -1.08487 14.93593 30.03500
C: -0.78793 12.66455 29.30953
F: -1.50693 11.71692 28.69510
F: -0.67901 12.33174 30.62531
C: 0.61229 12.77837 28.73793
O: 1.40400 11.70274 29.21754
C: 2.10282 11.04427 28.26052
F: 1.31656 10.59327 27.26489
F: 3.01574 11.88071 27.70903
C: 2.80620 9.89302 28.97447
F: 1.88524 9.13831 29.60657
F: 3.48207 9.12161 28.11424
H: -1.26908 14.36050 28.12194
H: 1.05187 13.72841 29.05653
H: 0.58906 12.82746 27.64837
H: 3.48466 10.33059 29.71375
F: -2.11406 18.92781 29.80643
C: -3.17491 18.88294 28.96181
F: -4.29142 19.25336 29.62163
C: -2.93916 19.80791 27.78925
F: -1.68669 19.58942 27.32640
F: -3.01667 21.10493 28.18023
C: -3.98909 19.63692 26.70421
O: -4.18460 18.32663 26.22497
C: -3.47765 17.93514 25.11841
F: -4.15717 18.26739 24.00246
F: -2.27566 18.52962 25.02819
C: -3.33567 16.41590 25.23638
F: -2.69072 15.91967 24.16230
F: -2.59792 16.14639 26.34426
H: -3.29789 17.84744 28.63805
H: -3.89608 20.38131 25.90950
H: -4.93615 19.94441 27.16198
H: -4.31551 15.94406 25.32865
F: -3.50062 13.39402 32.49632
C: -3.19147 13.70023 33.77329
F: -3.84333 12.82855 34.58064
C: -1.68029 13.70154 34.02346
F: -1.03181 14.50631 33.16332
F: -1.23857 12.42079 33.92745
C: -1.35600 14.26842 35.41555
O: -2.34371 13.99463 36.38588
C: -1.90137 13.53624 37.58260
F: -1.34780 12.30857 37.44846
F: -0.96462 14.35193 38.09809
C: -3.15278 13.41667 38.45618
F: -2.82573 12.88705 39.66491
F: -3.73462 14.60317 38.64954
H: -3.61889 14.67655 34.02818
H: -1.34601 15.35206 35.26241
H: -0.34905 13.98129 35.71316
H: -3.81233 12.69705 37.95911
C: -11.78204 16.72580 26.75118
C: -12.72171 16.04503 27.73844
C: -11.92126 15.32531 28.84480
C: -10.99109 16.24004 29.51081
N: -10.23932 16.94030 30.01781
H: -12.15355 16.64356 25.72807
H: -10.82923 16.19928 26.66611
H: -11.56254 17.74919 27.04729
H: -13.29083 15.26283 27.23495
H: -13.42317 16.71511 28.23167
H: -11.33565 14.51437 28.40919
H: -12.57347 14.90232 29.61016
C: -6.18630 16.59826 34.61431
C: -7.64367 16.20254 34.75266
C: -8.28832 16.69469 36.05700
C: -7.81806 17.98937 36.49976
N: -7.45265 19.01822 36.85290
H: -5.60005 16.13215 33.82264
H: -5.65685 16.40171 35.55659
H: -6.06151 17.66755 34.42956
H: -7.78969 15.12497 34.67827
H: -8.17230 16.59937 33.87873
H: -8.01034 15.94257 36.80323
H: -9.37434 16.64681 36.01533
C: -9.62579 20.93529 25.02888
C: -8.35892 20.60868 25.81621
C: -8.23224 19.12542 26.15540
C: -7.57915 18.31159 25.14878
N: -7.05983 17.65735 24.36072
H: -9.73517 20.44201 24.06227
H: -9.67551 22.01373 24.85704
H: -10.51438 20.70368 25.62187
H: -8.48129 21.22284 26.71158
H: -7.47570 21.01406 25.32203
H: -9.19178 18.74221 26.50064
H: -7.60108 19.05599 27.05380
C: -7.81313 12.03321 34.17911
C: -6.84920 11.00564 33.59263
C: -7.32549 10.29728 32.31803
C: -7.54570 11.22980 31.20453
N: -7.62854 11.96236 30.31832
H: -8.84621 11.69063 34.14899
H: -7.67709 12.99414 33.68753
H: -7.55884 12.16246 35.23342
H: -6.56397 10.27007 34.34605
H: -5.89855 11.46763 33.31150
H: -8.23439 9.70888 32.44022
H: -6.49204 9.67486 31.98249
C: -11.47365 11.03753 21.46425
C: -10.15533 10.79140 22.18928
C: -9.04465 11.75473 21.77617
C: -7.71216 11.16042 21.89705
N: -6.67199 10.68880 21.92909
H: -12.22305 10.28637 21.70091
H: -11.35474 11.14498 20.38475
H: -11.87719 11.99290 21.81606
H: -9.82166 9.75590 22.14870
H: -10.41101 10.96306 23.24036
H: -9.10806 12.72310 22.26643
H: -9.11222 11.99140 20.70467

=====

Entry 4:
C29H28CuIN3O4Te as an isolated structure in a non-equilibrium geometry, computed with ωB97M-V/def2-TZVPD.

For the energy, the calculation gives -103220.5197 eV. Its charge is -2. The HOMO energy (alpha / beta) comes out at 0.54 / 0.57 eV. The value obtained for the HOMO-LUMO gap (alpha / beta) is 0.118 / 0.117 Eh. Its multiplicity is 2. As for the expectation value of S²: 0.75.

Cartesian coordinates (Å):
Cu: -13.41760 -13.60542 5.62329
O: -13.33221 -17.49869 9.13847
C: -12.83234 -18.09858 8.04960
C: -12.19777 -19.34080 8.27309
C: -11.72684 -20.09705 7.22248
C: -11.88110 -19.63644 5.89891
C: -12.44191 -18.40538 5.62724
C: -12.87080 -17.60824 6.72890
C: -13.23259 -16.21227 6.50696
O: -12.91596 -15.56300 5.46947
N: -13.90720 -15.61424 7.48885
N: -14.23698 -14.31507 7.19992
C: -14.93958 -13.64254 8.10324
C: -15.34781 -12.28467 7.97015
C: -16.10829 -11.67243 8.99036
C: -16.51339 -10.32812 8.92320
C: -16.06466 -9.50306 7.90023
C: -15.23123 -10.02070 6.91763
C: -14.88191 -11.42712 6.88248
O: -14.20568 -11.86936 5.86862
H: -13.77192 -16.65761 8.80554
H: -12.09803 -19.64673 9.32654
H: -11.20927 -21.02057 7.40672
H: -11.59580 -20.27193 5.06916
H: -12.49912 -18.01797 4.60231
H: -15.22850 -14.21525 9.01289
H: -16.36717 -12.27098 9.86246
H: -17.09342 -9.90853 9.73914
H: -16.36778 -8.44122 7.89995
H: -14.82311 -9.38298 6.13700
I: -6.81261 -11.26601 8.45774
C: -8.36586 -12.65279 8.57763
C: -8.43356 -13.62974 9.56279
C: -9.47551 -14.54357 9.59548
C: -10.45330 -14.41342 8.63989
N: -10.37218 -13.52462 7.65180
C: -9.37729 -12.62005 7.61071
H: -7.69147 -13.51209 10.35008
H: -9.54249 -15.19866 10.44373
H: -11.33255 -15.05566 8.61361
H: -9.39072 -11.92736 6.79078
Te: -11.59983 -10.65674 4.87069
C: -10.12365 -9.15830 4.69857
C: -9.11519 -9.22932 3.72365
C: -8.26175 -8.15905 3.53429
C: -8.30863 -7.01298 4.31406
C: -9.25981 -6.95481 5.31598
C: -10.17898 -7.99762 5.49993
H: -9.08612 -10.08914 3.06847
H: -7.50691 -8.21544 2.74692
H: -7.58866 -6.20182 4.14235
H: -9.31611 -6.09290 5.97403
H: -10.90127 -7.98023 6.30425
C: -13.02938 -11.83756 2.13434
C: -12.87617 -13.16964 2.85062
C: -14.20603 -13.96432 2.92448
C: -11.71196 -13.90399 2.12551
O: -12.37624 -12.92356 4.25632
H: -13.24478 -12.03296 1.07905
H: -12.08895 -11.27978 2.20949
H: -13.82395 -11.26005 2.61473
H: -14.60017 -14.11944 1.91585
H: -14.97372 -13.40081 3.45322
H: -14.06710 -14.96706 3.39064
H: -11.87941 -13.91945 1.03163
H: -11.63927 -14.94478 2.47142
H: -10.79495 -13.33911 2.36186

=====

Entry 5:
C37H41BN9Pt as an isolated structure, computed with ωB97M-V/def2-TZVPD.

For the energy, the calculation gives -56367.8717 eV. Its charge is +1. The HOMO energy (alpha / beta) comes out at -10.55 / -10.55 eV. Its relative energy (zero: lowest compared OMol25 entry of this formula, charge and spin) is 0.0 kJ/mol. The value obtained for the HOMO-LUMO gap (alpha / beta) is 0.283 / 0.283 Eh.

Cartesian coordinates (Å):
Pt: 0.67253 -0.04934 -0.10721
C: 2.13875 4.87532 1.64214
C: 1.42740 3.99454 0.67315
C: 0.57672 4.34318 -0.35739
C: 0.19046 3.13357 -0.95276
N: 0.79729 2.13117 -0.33212
N: 1.54324 2.64848 0.68154
B: 2.36951 1.73559 1.63517
N: 1.46689 0.81140 2.52348
N: 0.76709 -0.22870 1.99259
C: 0.14316 -0.86655 2.97166
C: 0.42705 -0.22269 4.18244
C: 1.27415 0.82262 3.85952
C: 1.91082 1.82503 4.75867
C: -0.72202 -2.01718 2.68756
C: -1.97817 -2.10934 3.28192
C: -2.81186 -3.17945 2.99446
C: -2.39151 -4.17402 2.12191
C: -1.13160 -4.09547 1.54138
C: -0.30214 -3.02015 1.81688
N: 3.27648 0.82116 0.77457
N: 2.67531 -0.00837 -0.09173
C: 3.59404 -0.73028 -0.72376
C: 4.85302 -0.34012 -0.24941
C: 4.61077 0.64810 0.69302
C: 5.57126 1.42756 1.52097
C: 3.17226 -1.74396 -1.69059
C: 1.97278 -1.58520 -2.38841
C: 1.52640 -2.55655 -3.27018
C: 2.28558 -3.70027 -3.47565
C: 3.48817 -3.85875 -2.80052
C: 3.93048 -2.88936 -1.91422
C: -0.79527 2.88391 -2.01344
C: -0.65702 1.80853 -2.88722
C: -1.63577 1.54201 -3.83171
C: -2.75807 2.35406 -3.92111
C: -2.89373 3.43825 -3.06582
C: -1.91980 3.69996 -2.11457
H: 1.82725 5.90686 1.49311
H: 3.21935 4.82290 1.50705
H: 1.91796 4.59714 2.67232
H: 0.28776 5.33979 -0.64301
H: 3.03863 2.41724 2.34297
H: 0.09771 -0.50356 5.16783
H: 1.56064 1.67393 5.77744
H: 1.66396 2.84356 4.45992
H: 2.99687 1.73029 4.75336
H: -2.30934 -1.33092 3.95888
H: -3.78565 -3.24337 3.46223
H: -3.03328 -5.02037 1.91357
H: -0.78300 -4.88972 0.89251
H: 0.68838 -2.97061 1.37946
H: 5.81574 -0.71110 -0.55431
H: 6.58595 1.10015 1.30702
H: 5.38223 1.28629 2.58498
H: 5.50340 2.49431 1.30688
H: 1.41957 -0.63830 -2.32327
H: 0.60832 -2.40236 -3.82342
H: 1.94939 -4.45765 -4.17103
H: 4.08434 -4.74695 -2.96100
H: 4.85818 -3.03519 -1.37538
H: 0.23119 1.19170 -2.84036
H: -1.51104 0.71003 -4.51290
H: -3.51705 2.15099 -4.66523
H: -3.76146 4.08066 -3.13732
H: -2.04057 4.53214 -1.43225
C: -3.52314 -2.54253 -2.52695
C: -2.14088 -2.96472 -2.07610
N: -1.47558 -1.82867 -1.45682
C: -2.11962 -0.87447 -0.72958
N: -1.38378 -0.02027 -0.05673
C: -2.03718 0.97876 0.78781
C: -3.37017 1.39272 0.20066
C: -4.21355 0.15177 -0.00253
N: -3.46946 -0.82829 -0.78402
C: -4.24194 -1.93568 -1.33753
H: -4.07623 -3.40386 -2.89965
H: -3.45094 -1.80782 -3.33093
H: -1.52902 -3.29916 -2.91391
H: -2.22176 -3.79562 -1.36670
H: -0.51247 -1.97751 -1.19034
H: -1.36853 1.83690 0.86704
H: -2.16929 0.57167 1.79590
H: -3.21002 1.89251 -0.75815
H: -3.88159 2.08939 0.86466
H: -5.12681 0.38238 -0.55295
H: -4.50672 -0.28463 0.96037
H: -5.21112 -1.53341 -1.63192
H: -4.42025 -2.69604 -0.56690

=====

Entry 6:
A 2-piece molecular cluster, HN3O3 overall in a non-equilibrium geometry, computed with ωB97M-V/def2-TZVPD.

For the energy, the calculation gives -10619.0066 eV. Its charge is -2. The HOMO energy (alpha / beta) comes out at 1.68 / 0.74 eV. Its relative energy (zero: lowest compared OMol25 entry of this formula, charge and spin) is 224.4 kJ/mol. The value obtained for the HOMO-LUMO gap (alpha / beta) is 0.216 / 0.250 Eh.

Cartesian coordinates (Å):
N: 0.80923 -0.65883 0.89245
N: 0.01630 -0.67574 -0.10946
N: 1.41127 0.49882 1.19789
O: -1.98784 -1.40353 0.94988
O: 1.30540 1.57074 0.47249
O: 2.28429 0.59496 2.13728
H: -0.35211 0.27184 -0.49752